Molecular formula: C20H24N2O6
Method: DFT, ωB97M-V/def2-TZVPD

Values from the calculation:
- gap between HOMO and LUMO (hartree) = 0.3516
- LUMO level (eV) = 0.8
- F_max (hartree/bohr) = 0.0120
- SMILES = NC(=O)c1ccccc1OCCOCCOCCOc1ccccc1C(N)=O
- HOMO energy (eV) = -8.76

The geometry in XYZ format:
```
52
Properties=species:S:1:pos:R:3:lowdin_charge:R:1
N 1.387 0.983 1.288 0.22
C 2.074 1.848 0.540 -0.47
O 1.582 2.880 0.093 0.03
C 3.512 1.516 0.300 -0.07
C 4.471 2.504 0.465 -0.01
C 5.808 2.244 0.221 -0.08
C 6.187 0.986 -0.212 -0.08
C 5.242 -0.008 -0.408 -0.02
C 3.899 0.245 -0.154 -0.21
O 2.903 -0.673 -0.329 -0.08
C 3.145 -1.816 -1.128 -0.15
C 1.789 -2.422 -1.526 -0.18
O 1.299 -3.368 -0.611 -0.12
C 0.858 -2.850 0.627 -0.16
C -0.527 -2.192 0.590 -0.17
O -1.506 -3.194 0.800 -0.12
C -2.734 -2.723 1.277 -0.18
C -3.581 -1.960 0.246 -0.15
O -3.039 -0.666 0.079 -0.04
C -3.850 0.385 -0.182 -0.20
C -5.166 0.279 -0.625 -0.01
C -5.917 1.415 -0.869 -0.08
C -5.371 2.673 -0.690 -0.09
C -4.053 2.789 -0.284 -0.04
C -3.283 1.663 -0.031 -0.07
C -1.859 1.803 0.407 -0.46
N -1.156 2.721 -0.267 0.20
O -1.377 1.141 1.318 0.03
H 1.810 0.117 1.571 0.10
H 0.369 1.089 1.401 0.07
H 4.147 3.482 0.787 0.12
H 6.546 3.017 0.362 0.10
H 7.226 0.769 -0.407 0.11
H 5.559 -0.980 -0.750 0.11
H 3.730 -2.563 -0.575 0.14
H 3.692 -1.528 -2.034 0.13
H 1.080 -1.598 -1.680 0.13
H 1.906 -2.973 -2.462 0.13
H 1.591 -2.138 1.020 0.11
H 0.803 -3.716 1.291 0.14
H -0.694 -1.691 -0.371 0.13
H -0.601 -1.432 1.378 0.12
H -2.582 -2.062 2.144 0.14
H -3.285 -3.614 1.587 0.13
H -3.576 -2.496 -0.711 0.14
H -4.606 -1.906 0.630 0.12
H -5.610 -0.690 -0.792 0.11
H -6.938 1.310 -1.205 0.11
H -5.963 3.556 -0.871 0.10
H -3.622 3.768 -0.134 0.12
H -0.156 2.866 -0.071 0.07
H -1.563 3.211 -1.043 0.11
```

Molecular formula: C20H24N4O2
Method: DFT, ωB97M-V/def2-TZVPD

Values from the calculation:
- gap between HOMO and LUMO (hartree) = 0.3171
- LUMO level (eV) = 0.0
- F_max (hartree/bohr) = 0.0219
- SMILES = CCCCCCC(=O)Nc1ccc(C(=O)N/N=C/c2cccnc2)cc1
- HOMO energy (eV) = -8.58

The geometry in XYZ format:
```
50
Properties=species:S:1:pos:R:3:lowdin_charge:R:1
C -2.027 4.841 6.011 -0.12
C -1.071 3.718 5.627 -0.28
C 0.051 4.214 4.718 -0.24
C 1.014 3.093 4.335 -0.22
C 2.144 3.594 3.439 -0.21
C 3.131 2.475 3.085 -0.11
C 2.454 1.348 2.326 -0.48
O 2.258 0.253 2.799 0.08
N 2.094 1.717 1.057 0.13
C 1.438 0.976 0.078 -0.21
C 1.240 1.571 -1.170 -0.01
C 0.601 0.882 -2.176 -0.01
C 0.154 -0.423 -1.972 -0.15
C -0.530 -1.096 -3.109 -0.43
O -1.124 -0.499 -3.975 0.09
N -0.405 -2.469 -3.102 0.04
N -0.975 -3.220 -4.045 0.07
C -0.809 -4.480 -4.044 -0.10
C -1.424 -5.308 -5.057 -0.20
C -2.209 -4.761 -6.077 -0.01
C -2.767 -5.608 -7.015 -0.06
C -2.525 -6.972 -6.905 -0.15
N -1.784 -7.502 -5.946 0.06
C -1.251 -6.695 -5.051 -0.11
C 0.332 -1.004 -0.719 -0.02
C 0.965 -0.316 0.298 0.00
H -1.496 5.631 6.538 0.07
H -2.816 4.466 6.659 0.07
H -2.487 5.271 5.124 0.07
H -0.636 3.287 6.532 0.11
H -1.624 2.927 5.117 0.11
H 0.604 5.007 5.228 0.12
H -0.384 4.644 3.812 0.12
H 1.441 2.657 5.240 0.12
H 0.464 2.302 3.819 0.12
H 1.718 4.025 2.528 0.11
H 2.688 4.390 3.954 0.12
H 3.544 2.053 4.002 0.12
H 3.952 2.876 2.486 0.12
H 2.341 2.656 0.775 0.14
H 1.590 2.579 -1.344 0.11
H 0.438 1.337 -3.141 0.12
H 0.178 -2.919 -2.391 0.14
H -0.200 -4.988 -3.283 0.13
H -2.358 -3.693 -6.106 0.11
H -3.379 -5.223 -7.816 0.10
H -2.940 -7.675 -7.615 0.10
H -0.653 -7.175 -4.285 0.11
H -0.052 -1.991 -0.506 0.11
H 1.096 -0.771 1.265 0.10
```

Molecular formula: C20H24N4O2PtS5
Method: DFT, ωB97M-V/def2-TZVPD

Values from the calculation:
- net charge = +2
- gap between HOMO and LUMO (alpha / beta) (hartree) = 0.1523 / 0.1540
- LUMO level (alpha / beta) (eV) = -9.4 / -9.3
- F_max (hartree/bohr) = 0.0709
- HOMO energy (alpha / beta) (eV) = -13.50 / -13.47

The geometry in XYZ format:
```
56
Properties=species:S:1:pos:R:3:lowdin_charge:R:1
Pt -1.078 0.504 1.481 0.74
N -0.197 1.074 5.788 0.15
C -0.549 1.184 4.514 -0.77
S -1.218 -0.254 3.744 0.63
N -0.432 2.333 3.902 0.01
N -0.801 2.420 2.661 -0.11
C -1.115 3.495 2.034 -0.02
C -1.675 3.378 0.707 -0.24
C -1.936 4.497 -0.088 0.03
C -2.642 4.340 -1.267 0.00
C -3.071 3.071 -1.630 0.00
C -2.735 2.000 -0.817 -0.11
N -2.049 2.145 0.306 -0.03
H -0.373 0.224 6.297 0.11
H 0.052 1.904 6.307 0.14
H -1.067 4.470 2.511 0.16
H -1.595 5.470 0.227 0.13
H -2.878 5.193 -1.881 0.13
H -3.662 2.911 -2.518 0.13
H -3.054 0.998 -1.070 0.12
C 2.969 -3.153 -0.276 -0.50
C 1.633 -3.816 -0.610 -0.45
S 0.215 -2.669 -0.536 0.97
C -0.354 -2.760 1.202 -0.51
C 0.735 -2.732 2.247 -0.52
S 1.643 -1.146 2.260 0.75
C 3.165 -1.691 3.095 -0.49
C 4.208 -2.255 2.132 -0.51
S 3.692 -3.785 1.293 0.91
H 2.859 -2.071 -0.191 0.04
H 3.704 -3.372 -1.051 0.08
H 1.413 -4.666 0.039 0.09
H 1.626 -4.163 -1.643 0.09
H -0.955 -3.666 1.305 0.11
H -1.012 -1.875 1.311 -0.02
H 1.481 -3.517 2.090 0.02
H 0.286 -2.875 3.230 0.08
H 2.894 -2.420 3.857 0.09
H 3.575 -0.799 3.567 0.08
H 5.093 -2.530 2.708 0.08
H 4.490 -1.525 1.375 0.08
O -1.228 1.226 -6.836 0.17
C -1.569 0.257 -5.999 -0.47
O -2.242 -0.676 -6.338 0.17
C -1.068 0.352 -4.578 -0.08
C 0.046 1.103 -4.206 0.01
C 0.500 1.068 -2.902 -0.07
C -0.172 0.304 -1.947 -0.65
S 0.548 0.189 -0.362 0.78
C -1.303 -0.431 -2.311 -0.14
C -1.725 -0.426 -3.622 0.03
H -0.687 1.933 -6.459 0.11
H 0.605 1.683 -4.926 0.13
H 1.384 1.619 -2.618 0.12
H -1.812 -1.038 -1.575 0.09
H -2.562 -1.031 -3.937 0.14
```

Molecular formula: C20H24N4O3S2
Method: DFT, ωB97M-V/def2-TZVPD

Values from the calculation:
- gap between HOMO and LUMO (hartree) = 0.2539
- LUMO level (eV) = -1.3
- F_max (hartree/bohr) = 0.3716
- HOMO energy (eV) = -8.18

The geometry in XYZ format:
```
53
Properties=species:S:1:pos:R:3:lowdin_charge:R:1
C 0.005 -2.574 -2.392 -0.17
C -1.341 -2.418 -1.969 -0.30
H -1.972 -3.319 -2.419 0.17
H -1.288 -2.554 -0.791 0.14
C -1.827 -1.064 -2.161 -0.49
N -1.517 -0.035 -1.216 0.13
C -0.503 0.767 -1.297 -0.31
O 0.472 0.543 -2.419 -0.24
C -0.132 1.523 -0.263 -0.24
C 0.781 2.753 -0.576 -0.60
C 0.907 3.584 0.243 -0.34
C 2.050 4.462 -0.249 -0.18
C 2.644 4.312 -1.450 -0.17
S 1.654 2.684 -2.032 1.04
H 3.325 4.623 -2.113 0.00
H 2.233 5.561 0.325 0.15
C 0.364 4.152 1.631 0.02
H 0.466 5.058 2.000 0.00
H -0.730 3.755 1.360 0.10
H 0.611 3.291 2.374 0.10
N 0.323 0.769 0.900 0.02
C -0.860 0.308 1.862 -0.26
O -1.992 0.391 1.521 0.11
C -0.340 -0.196 3.104 -0.35
C -0.534 -1.520 3.538 -0.33
S 0.194 -1.496 5.025 0.99
N 1.206 -0.018 4.860 -0.13
N 0.786 0.269 3.613 -0.09
H -1.547 -1.908 3.474 0.10
C 1.585 0.497 0.933 -0.12
C 1.771 -1.122 1.220 -0.28
C 2.774 -1.706 2.118 0.06
C 2.251 -3.046 2.036 -0.15
C 1.306 -3.035 1.292 -0.25
O 0.940 -1.865 0.800 0.09
H 0.507 -4.076 0.792 0.24
H 2.906 -3.893 2.533 0.17
H 3.189 -1.139 2.749 0.02
H 2.161 0.990 1.652 0.12
H 1.912 0.476 0.005 0.09
H -1.298 2.183 0.010 0.25
H -2.243 -0.022 -0.276 0.21
C -3.526 -1.288 -1.697 0.00
H -3.962 -1.932 -2.331 0.00
H -3.599 -1.709 -0.719 0.05
H -4.001 -0.214 -2.071 0.14
C -1.900 -0.643 -3.660 -0.01
H -0.852 -0.359 -3.935 0.08
H -2.197 -1.706 -4.353 0.18
H -2.576 -0.005 -3.753 -0.03
H 0.109 -2.725 -3.510 0.10
H 0.720 -1.827 -2.117 0.06
H 0.587 -3.536 -2.200 0.10
```